# 1
Molecular formula: C52H58ClN4O12Pb
Method: DFT, the ωB97M-V functional and the def2-TZVPD basis

Summary:
Spin multiplicity ... 1
Energy above the lowest of the compared OMol25 structures with the same formula, charge and spin ... 10.817 eV
Orbital gap (alpha / beta) ... 4.24 / 1.79 eV
Lowest unoccupied orbital energy (alpha / beta) ... -0.663 / -0.662 eV
Highest occupied orbital energy (alpha / beta) ... -4.90 / -2.45 eV
Max |F| ... 12.1 eV Å⁻¹
Charge ... -1

```
128
Properties=species:S:1:pos:R:3:lowdin_charge:R:1
Pb 1.104 -8.734 2.528 0.446
C -5.036 2.532 -0.002 -0.041
C -4.063 1.370 0.542 -0.368
C -4.264 0.268 -0.566 -0.077
C -4.086 0.934 1.941 -0.141
C -5.013 0.048 2.650 -0.028
C -4.635 -0.382 3.871 -0.095
C -3.529 0.096 4.696 -0.023
C -2.737 1.012 4.070 -0.105
C -1.370 1.493 4.554 -0.358
C -1.199 2.962 5.063 -0.020
C -0.875 0.397 5.521 -0.105
C -3.040 1.566 2.640 -0.199
N -2.169 2.384 2.106 0.169
C -2.358 3.679 2.009 -0.105
C -1.538 4.658 1.198 -0.206
N -0.411 4.249 0.775 0.220
C 0.503 5.067 0.136 -0.236
C 0.677 4.922 -1.237 -0.154
C 1.799 5.240 -1.977 -0.028
C 3.010 5.644 -1.281 -0.046
C 2.710 5.995 0.056 -0.022
C 1.469 5.761 0.789 -0.122
C 1.261 6.081 2.267 -0.432
C 1.152 7.496 2.612 -0.090
C 2.277 5.324 3.200 -0.052
C -0.609 4.273 -1.947 -0.309
C -1.338 5.703 -2.245 -0.032
C -0.417 3.348 -3.210 -0.072
C -2.025 5.912 1.485 -0.022
C -1.737 7.332 0.873 -0.066
C -2.294 8.426 1.223 -0.128
C -3.605 8.423 2.043 0.108
C -4.128 6.990 2.426 -0.110
C -5.199 6.576 3.398 -0.023
C -5.417 5.218 3.759 -0.077
C -4.475 4.238 3.448 -0.035
C -3.475 4.464 2.525 -0.059
C -3.336 5.928 2.092 -0.063
H -5.651 2.067 -0.704 0.023
H -4.542 3.234 -0.471 0.005
H -5.759 2.815 0.831 0.107
H -3.063 1.908 0.288 0.131
H -3.645 -0.652 -0.513 0.066
H -3.753 0.774 -1.431 0.074
H -5.536 -0.003 -0.384 0.161
H -5.876 -0.325 2.062 0.116
H -5.382 -0.938 4.303 0.064
H -3.305 -0.329 5.669 0.105
H -0.702 1.472 3.723 0.115
H -1.776 3.081 6.238 0.161
H -2.124 3.529 4.742 0.056
H -0.302 3.287 5.015 -0.021
H -1.208 0.552 6.651 0.113
H 0.143 0.313 5.845 0.049
H -1.092 -0.657 5.240 0.086
H 1.839 4.777 -2.999 0.112
H 4.019 5.836 -1.636 0.054
H 3.647 6.127 0.593 0.096
H 0.377 5.602 2.320 0.055
H 2.194 7.960 2.605 0.100
H 0.586 7.477 3.651 0.121
H 0.468 8.218 2.019 0.081
H 1.810 5.271 4.314 0.121
H 3.334 5.664 3.108 0.068
H 2.438 4.298 2.733 0.093
H -1.140 3.725 -1.243 0.049
H -0.636 6.297 -2.694 0.040
H -1.693 6.227 -1.333 0.045
H -2.336 5.645 -2.701 0.075
H 0.645 3.208 -3.491 0.038
H -0.607 3.987 -4.276 0.132
H -1.238 2.594 -2.575 0.158
H -0.924 7.475 0.066 0.135
H -2.252 9.482 0.740 0.137
H -4.005 9.413 2.048 0.069
H -5.834 7.410 3.848 0.119
H -6.404 5.294 4.387 0.141
H -4.546 3.374 4.106 0.118
O -3.284 2.518 -5.621 -0.204
H -2.477 2.379 -4.868 0.099
H -4.074 2.809 -4.999 0.073
O 5.738 6.802 -2.526 -0.146
H 5.803 6.827 -1.518 0.060
H 4.890 7.399 -2.691 0.100
O 8.251 -10.682 -3.111 -0.050
H 8.425 -10.180 -2.305 0.016
H 7.456 -10.338 -3.492 0.018
H 1.865 -9.653 3.794 -0.290
O 3.606 -8.648 2.611 -0.337
C 4.099 -7.806 1.747 -0.638
O 3.463 -6.880 1.198 -0.061
C 5.516 -8.139 1.311 -0.073
C 6.303 -7.430 0.401 0.099
C 7.688 -7.806 0.195 -0.102
C 8.218 -8.953 0.797 0.062
C 7.482 -9.559 1.786 -0.147
C 6.194 -9.149 1.989 0.064
N 8.059 -10.562 2.663 -0.333
O 9.100 -11.103 2.319 0.074
O 7.531 -10.698 3.770 0.079
N 8.335 -7.084 -0.907 -0.363
O 9.265 -7.586 -1.558 0.053
O 7.974 -5.956 -1.030 0.090
H 6.012 -6.487 -0.077 0.130
H 9.233 -9.237 0.505 0.134
H 5.711 -9.675 2.800 0.131
C -1.198 -8.869 -3.075 -0.032
C -1.211 -8.808 -4.576 -0.155
C -2.303 -9.040 -5.445 -0.088
C -2.143 -8.935 -6.759 -0.699
Cl -3.522 -9.249 -7.770 0.653
C -0.988 -8.536 -7.405 -0.110
C 0.097 -8.337 -6.615 -0.029
C 0.044 -8.593 -5.247 -0.171
O 1.149 -8.460 -4.368 -0.099
C 2.325 -8.021 -4.873 -0.009
C -5.010 5.935 -7.716 -0.398
O -5.064 6.711 -6.838 0.184
O -5.247 5.292 -8.646 0.212
H -1.997 -8.229 -2.594 0.104
H -0.313 -8.328 -2.725 0.077
H -1.139 -9.876 -2.665 0.088
H -3.342 -9.266 -5.125 0.124
H -1.032 -8.344 -8.463 0.104
H 1.068 -8.173 -7.029 0.089
H 2.632 -8.294 -5.920 0.069
H 3.065 -8.086 -4.048 0.080
```

---

# 2
Molecular formula: C40H51BrClF9N3O5S2
Method: DFT, the ωB97M-V functional and the def2-TZVPD basis

Summary:
Spin multiplicity ... 1
Orbital gap ... 5.91 eV
Lowest unoccupied orbital energy ... -3.690 eV
Highest occupied orbital energy ... -9.60 eV
Max |F| ... 11.6 eV Å⁻¹
Charge ... +1

```
112
Properties=species:S:1:pos:R:3:lowdin_charge:R:1
C 6.400 -1.741 1.187 -0.175
C 5.955 -0.146 0.946 -0.247
C 4.746 0.359 1.906 -0.540
Br 5.047 -0.629 3.673 0.761
N 3.330 0.155 1.450 -0.035
C 3.133 -0.658 0.170 -0.197
O 3.369 0.071 -1.075 -0.069
C 3.895 -0.923 -2.043 -0.122
N 4.332 -1.904 -2.776 0.183
C 1.602 -1.339 0.073 -0.160
C 1.708 -2.957 0.301 -0.170
C 0.428 -3.847 -0.163 -0.585
C -0.753 -3.069 -0.978 -0.140
Cl -0.383 -4.806 1.251 0.605
C 0.473 -0.570 0.961 -0.229
C 0.197 -1.171 2.457 -0.150
C -1.280 -0.650 3.045 -0.237
C -2.527 -1.643 2.601 -0.464
S -3.699 -0.674 1.479 0.766
C -4.628 0.649 2.423 -0.956
S -4.541 0.585 4.148 0.622
N -5.428 1.791 1.832 -0.167
C -4.547 2.930 1.362 -0.174
C -3.202 2.768 0.436 -0.015
C -2.376 4.103 -0.036 -0.067
C -2.883 5.624 0.399 -0.059
C -4.230 5.837 1.340 -0.047
C -5.042 4.466 1.801 0.017
C -6.375 1.345 0.741 -0.130
C -6.821 2.343 -0.524 -0.003
C -7.831 1.838 -1.755 -0.064
C -8.468 0.327 -1.790 -0.077
C -8.086 -0.668 -0.523 -0.060
C -7.071 -0.174 0.689 -0.029
C 0.856 1.017 1.007 -0.053
C 2.390 1.323 1.605 -0.100
C 2.785 2.806 1.224 -0.130
F 1.483 3.579 1.106 0.023
F 3.402 3.436 2.459 0.008
C 3.681 3.257 -0.008 -0.090
F 4.226 4.619 0.397 0.033
F 4.894 2.504 -0.359 0.049
C 2.921 3.602 -1.440 -0.081
F 1.979 2.571 -1.911 0.037
F 2.187 4.923 -1.402 0.037
C 4.010 3.788 -2.698 -0.134
F 3.195 4.433 -3.796 0.023
F 4.459 2.483 -3.264 0.042
F 5.101 4.738 -2.397 0.070
H 6.925 -2.068 0.168 0.105
H 7.233 -1.821 2.011 0.084
H 5.472 -2.429 1.369 0.064
H 6.927 0.473 1.261 0.148
H 5.823 0.041 -0.201 0.109
H 5.017 1.485 2.198 0.141
H 2.964 -0.548 2.173 0.140
H 3.825 -1.631 0.125 0.159
H 1.291 -1.187 -1.070 0.158
H 1.870 -3.170 1.465 0.120
H 2.669 -3.442 -0.217 0.140
H 0.828 -4.704 -0.892 0.132
H -1.413 -3.909 -1.507 0.109
H -0.386 -2.357 -1.832 0.095
H -1.504 -2.509 -0.248 0.065
H -0.565 -0.642 0.376 0.148
H 0.162 -2.337 2.536 0.085
H 0.981 -0.810 3.275 0.119
H -1.272 -0.578 4.236 0.127
H -1.566 0.423 2.668 0.081
H -2.095 -2.543 1.947 0.053
H -3.067 -2.162 3.515 0.099
H -2.823 1.715 0.091 0.058
H -1.432 3.931 -0.728 0.077
H -2.299 6.595 0.030 0.091
H -4.603 6.911 1.622 0.089
H -6.023 4.619 2.449 0.106
H -6.446 3.463 -0.627 0.086
H -8.082 2.590 -2.646 0.093
H -9.150 0.041 -2.697 0.082
H -8.560 -1.759 -0.502 0.090
H -6.819 -0.928 1.550 0.075
H 0.073 1.537 1.744 0.149
H 0.668 1.457 -0.052 0.131
H 2.168 1.355 2.785 0.208
O 2.402 -7.800 1.809 0.068
C 1.687 -8.123 2.758 -0.501
O 2.138 -8.991 3.688 -0.004
C 1.465 -9.285 4.926 -0.230
C 0.421 -10.362 4.733 -0.068
C 0.274 -7.629 2.848 -0.025
H 1.055 -8.374 5.374 0.113
H 2.233 -9.649 5.616 0.125
H -0.362 -10.048 4.037 0.068
H -0.049 -10.622 5.686 0.085
H 0.874 -11.265 4.307 0.089
H -0.369 -8.270 2.243 0.105
H 0.238 -6.606 2.457 -0.035
H -0.109 -7.577 3.868 0.074
O -2.552 5.708 -5.692 0.078
C -1.438 5.652 -6.213 -0.505
O -1.242 4.920 -7.330 -0.005
C -0.039 4.941 -8.119 -0.227
C 0.990 3.980 -7.565 -0.070
C -0.262 6.321 -5.566 0.003
H 0.346 5.961 -8.220 0.116
H -0.325 4.619 -9.126 0.126
H 1.296 4.254 -6.552 0.059
H 1.881 3.957 -8.200 0.084
H 0.575 2.967 -7.504 0.086
H 0.147 5.663 -4.797 0.088
H -0.604 7.252 -5.100 0.096
H 0.524 6.604 -6.267 0.072
```

---

# 3
Molecular formula: C2H4N4
Method: DFT, the ωB97M-V functional and the def2-TZVPD basis

Summary:
Spin multiplicity ... 1
SMILES ... NC1=NCN=N1
Energy above the lowest of the compared OMol25 structures with the same formula, charge and spin ... 1.213 eV
Orbital gap ... 10.00 eV
Lowest unoccupied orbital energy ... 0.373 eV
Highest occupied orbital energy ... -9.63 eV
Max |F| ... 0.7 eV Å⁻¹

```
10
Properties=species:S:1:pos:R:3:lowdin_charge:R:1
N 1.895 -0.037 -0.346 0.140
C 0.567 -0.014 -0.069 -0.492
N -0.065 -1.271 0.261 0.062
N -1.264 -1.023 0.497 0.023
C -1.498 0.379 0.133 -0.264
N -0.229 0.990 -0.098 0.096
H 2.384 0.837 -0.231 0.101
H 2.397 -0.875 -0.098 0.093
H -2.011 0.122 -0.805 0.126
H -2.196 0.950 0.752 0.115
```

---

# 4
Molecular formula: C2H4ClPS3
Method: DFT, the ωB97M-V functional and the def2-TZVPD basis

Summary:
Spin multiplicity ... 1
Energy above the lowest of the compared OMol25 structures with the same formula, charge and spin ... 1.565 eV
Orbital gap ... 6.90 eV
Lowest unoccupied orbital energy ... -1.997 eV
Highest occupied orbital energy ... -8.90 eV
Max |F| ... 3.0 eV Å⁻¹

```
11
Properties=species:S:1:pos:R:3:lowdin_charge:R:1
C -0.536 0.627 -0.227 -0.593
C -0.173 -0.796 0.176 -0.767
P -3.265 -0.031 -0.096 -0.331
S -3.899 0.731 -1.801 0.126
S -1.897 1.152 0.932 0.543
S -1.228 -1.975 -0.613 0.568
Cl -4.549 -0.603 1.362 0.218
H 0.266 1.256 0.193 0.067
H -0.764 0.855 -1.293 0.077
H 0.840 -0.998 -0.186 0.076
H -0.225 -0.856 1.201 0.016
```